{
  "formula": "C37H49BrN3O9PSSiTl",
  "method": "ωB97M-V/def2-TZVPD",
  "species": ["Tl", "O", "S", "O", "O", "C", "C", "C", "C", "C", "C", "P", "C", "C", "C", "C", "C", "C", "C", "C", "C", "C", "C", "C", "H", "H", "H", "H", "H", "H", "H", "H", "H", "H", "H", "H", "H", "H", "O", "C", "O", "C", "C", "N", "N", "C", "C", "O", "O", "H", "H", "H", "C", "C", "C", "C", "Si", "Br", "C", "C", "C", "C", "C", "C", "C", "C", "H", "H", "H", "H", "H", "H", "H", "H", "H", "H", "H", "H", "H", "H", "H", "H", "H", "H", "H", "H", "H", "H", "H", "H", "H", "H", "H", "N", "C", "C", "O", "O", "H", "H", "H", "H", "H"],
  "coordinates": [[-0.263, -1.233, 0.988], [1.067, 0.715, 3.414], [0.120, 0.489, 4.486], [0.203, -0.698, 5.312], [-1.362, 0.436, 3.433], [-0.509, 1.786, 5.531], [0.102, 2.048, 6.753], [-0.397, 3.105, 7.518], [-1.545, 3.756, 7.067], [-2.135, 3.473, 5.817], [-1.548, 2.520, 4.978], [-1.907, 1.959, 3.306], [-1.194, 3.114, 2.139], [-0.650, 4.333, 2.649], [-0.691, 5.445, 1.805], [-1.072, 5.399, 0.482], [-1.458, 4.171, -0.034], [-1.460, 3.006, 0.723], [-3.622, 1.887, 2.960], [-4.542, 2.936, 3.188], [-5.864, 2.549, 3.211], [-6.348, 1.264, 2.838], [-5.418, 0.321, 2.419], [-4.076, 0.700, 2.397], [0.839, 1.295, 7.047], [0.058, 3.379, 8.468], [-2.011, 4.464, 7.760], [-3.011, 4.046, 5.508], [-0.127, 4.300, 3.629], [-0.412, 6.414, 2.222], [-0.964, 6.298, -0.120], [-1.737, 4.095, -1.087], [-1.609, 2.052, 0.213], [-4.281, 3.950, 3.487], [-6.623, 3.263, 3.433], [-7.425, 1.083, 2.686], [-5.718, -0.677, 2.093], [-3.371, 0.045, 1.897], [-4.065, -6.805, 3.971], [-3.332, -6.107, 3.032], [-3.326, -6.420, 1.883], [-2.652, -4.848, 3.480], [-1.943, -4.460, 4.628], [-1.317, -3.292, 4.366], [-1.606, -2.838, 3.128], [-2.410, -3.716, 2.536], [-2.948, -3.493, 1.145], [-4.119, -3.658, 0.773], [-1.983, -3.131, 0.292], [-3.951, -6.364, 4.867], [-1.831, -5.032, 5.512], [-0.692, -2.739, 4.937], [4.440, -3.418, -3.613], [4.782, -1.949, -3.293], [5.996, -1.449, -4.070], [5.107, -1.864, -1.796], [3.207, -0.842, -3.576], [1.595, -2.011, -2.370], [2.707, -0.718, -5.474], [2.800, -2.086, -6.183], [3.485, 0.337, -6.304], [1.226, -0.356, -5.506], [3.131, 0.928, -2.717], [2.883, 0.778, -1.239], [4.476, 1.667, -2.919], [2.047, 1.831, -3.245], [5.176, -4.107, -3.162], [4.547, -3.644, -4.690], [3.408, -3.753, -3.360], [6.788, -2.176, -3.882], [6.334, -0.448, -3.764], [5.844, -1.446, -5.145], [5.940, -2.519, -1.563], [4.242, -2.057, -1.163], [5.475, -0.860, -1.580], [3.846, -2.374, -6.381], [2.296, -1.991, -7.120], [2.347, -2.906, -5.580], [4.500, -0.011, -6.595], [3.551, 1.349, -5.824], [2.882, 0.386, -7.241], [0.686, -1.037, -4.864], [0.824, -0.537, -6.515], [0.940, 0.674, -5.099], [3.535, 0.010, -0.715], [1.808, 0.477, -1.063], [2.983, 1.766, -0.774], [5.287, 1.069, -2.499], [4.459, 2.635, -2.395], [4.625, 1.863, -3.995], [1.073, 1.312, -3.268], [2.241, 2.293, -4.218], [1.926, 2.677, -2.559], [-3.420, -2.124, -1.620], [-2.822, -1.073, -2.420], [-2.105, -0.039, -1.531], [-1.338, 0.798, -2.096], [-2.385, -0.112, -0.264], [-3.843, -2.908, -2.140], [-4.189, -1.844, -0.986], [-2.594, -2.725, -0.661], [-3.541, -0.538, -3.054], [-2.068, -1.514, -3.072]],
  "e_homo_ev": [-1.17, -1.83],
  "homo_lumo_gap_ev": [3.092, 3.747],
  "lumo_ev": [1.922, 1.921],
  "e_above_lowest_kcal_mol": 111.46,
  "total_energy_ev": -164799.7541,
  "charge": -1
}